# 1
Below is one molecule with the formula C14H18ClFN2O3S, with properties calculated with ωB97M-V/def2-TZVPD.

Each line ends with the Löwdin charge.
Positions of all 40 atoms, in Å:
O (-1.760, -1.242, -1.050)  0.049
C (-0.543, -1.328, -1.101)  -0.437
C (0.183, -1.031, -2.417)  -0.131
N (0.961, 0.190, -2.311)  -0.123
S (0.128, 1.584, -2.766)  0.664
O (-0.649, 1.345, -3.946)  -0.280
O (1.115, 2.621, -2.784)  -0.285
C (-0.960, 1.811, -1.368)  -0.275
C (-0.434, 2.324, -0.199)  -0.054
C (-1.258, 2.463, 0.905)  0.000
C (-2.585, 2.076, 0.810)  -0.283
F (-3.368, 2.201, 1.891)  0.070
C (-3.117, 1.571, -0.376)  -0.591
Cl (-4.764, 1.113, -0.463)  0.751
C (-2.285, 1.444, -1.479)  -0.078
N (0.190, -1.697, -0.033)  -0.040
C (1.631, -1.808, -0.006)  -0.140
C (2.315, -0.502, 0.413)  -0.174
C (2.194, -0.197, 1.903)  -0.201
C (0.754, -0.197, 2.413)  -0.190
C (0.149, -1.600, 2.477)  -0.173
C (-0.540, -2.028, 1.183)  -0.137
H (0.820, -1.871, -2.700)  0.127
H (-0.592, -0.909, -3.184)  0.119
H (1.838, 0.169, -2.811)  0.117
H (0.603, 2.618, -0.173)  0.121
H (-0.895, 2.863, 1.838)  0.128
H (-2.655, 1.057, -2.414)  0.123
H (1.895, -2.610, 0.688)  0.131
H (1.991, -2.093, -0.995)  0.110
H (1.879, 0.310, -0.171)  0.083
H (3.374, -0.571, 0.154)  0.114
H (2.771, -0.929, 2.474)  0.111
H (2.638, 0.783, 2.088)  0.109
H (0.750, 0.232, 3.417)  0.111
H (0.136, 0.436, 1.776)  0.087
H (-0.609, -1.638, 3.261)  0.113
H (0.927, -2.315, 2.753)  0.105
H (-1.510, -1.533, 1.097)  0.121
H (-0.719, -3.111, 1.207)  0.132

- HOMO energy: -9.29 eV
- Energy: -1837.76131 Ha
- LUMO: 0.42 eV
- Orbital gap: 9.72 eV

***

# 2
Below is C14H18CrFO18 as an isolated structure at a distorted geometry, with properties calculated with ωB97M-V/def2-TZVPD.

Each line ends with the Löwdin charge.
Positions of all 52 atoms, in Å:
Cr (14.204, -23.533, -9.858)  0.895
O (12.452, -20.180, -7.742)  0.048
C (13.205, -20.602, -8.813)  -0.754
O (13.761, -19.757, -9.520)  0.040
O (13.433, -21.855, -8.880)  -0.119
H (12.395, -21.022, -7.259)  0.087
O (12.452, -22.524, -13.703)  0.045
C (13.255, -22.147, -12.658)  -0.756
O (13.927, -21.134, -12.722)  0.070
O (13.292, -23.025, -11.708)  -0.131
H (12.174, -23.377, -13.322)  0.054
O (18.441, -22.487, -9.725)  0.045
C (17.209, -22.217, -10.268)  -0.773
O (16.267, -23.021, -9.940)  -0.127
O (17.037, -21.197, -10.922)  0.050
H (18.355, -23.378, -9.366)  0.078
C (18.144, -28.412, -10.217)  -0.019
C (16.704, -28.324, -10.677)  -0.293
C (15.658, -28.626, -9.570)  -0.085
O (14.748, -27.539, -9.608)  0.107
C (15.200, -26.605, -10.424)  -0.521
O (14.725, -25.538, -10.653)  0.136
O (16.420, -26.931, -10.909)  0.098
H (18.441, -29.458, -10.141)  0.087
H (18.258, -27.830, -9.306)  0.094
H (18.746, -27.940, -10.994)  0.091
H (16.439, -28.862, -11.587)  0.153
H (16.101, -28.679, -8.572)  0.129
H (15.242, -29.628, -9.683)  0.130
C (9.557, -24.562, -12.885)  -0.009
C (9.547, -25.405, -11.614)  -0.294
C (10.418, -26.693, -11.631)  -0.070
O (11.425, -26.390, -10.674)  0.066
C (11.310, -25.141, -10.181)  -0.531
O (12.102, -24.581, -9.499)  0.140
O (10.189, -24.580, -10.655)  0.101
H (9.017, -25.014, -13.724)  0.085
H (10.574, -24.387, -13.230)  0.071
H (9.029, -23.627, -12.708)  0.096
H (8.524, -25.634, -11.313)  0.144
H (10.863, -26.887, -12.603)  0.134
H (9.808, -27.492, -11.212)  0.125
C (13.791, -25.221, -4.546)  -0.063
C (13.725, -26.589, -5.183)  -0.271
O (14.232, -26.350, -6.479)  0.144
C (14.228, -25.031, -6.756)  -0.505
O (14.403, -24.537, -7.821)  0.164
O (13.913, -24.360, -5.651)  0.118
F (12.397, -26.952, -5.278)  0.045
H (14.662, -25.162, -3.883)  0.140
H (12.941, -24.898, -3.950)  0.145
H (14.236, -27.428, -4.714)  0.166

- <S²>: 6.01
- HOMO energy (alpha / beta): -3.77 / -4.48 eV
- Energy: -3043.14839 Ha
- Multiplicity: 5
- LUMO (alpha / beta): 1.64 / 1.64 eV
- Orbital gap (alpha / beta): 5.42 / 6.13 eV
- Charge: -1

***

# 3
Below is C14H18F4I2N2NiO2 as an isolated structure, with properties calculated with ωB97M-V/def2-TZVPD.

Each line ends with the Löwdin charge.
Positions of all 43 atoms, in Å:
Ni (-0.475, 0.488, -0.540)  0.551
C (2.182, -0.254, -2.878)  -0.075
C (2.126, -0.634, -1.411)  -0.225
N (1.640, 0.412, -0.472)  -0.227
C (2.409, 1.676, -0.587)  -0.229
C (1.936, 2.665, -1.640)  -0.079
C (1.797, -0.115, 0.905)  -0.186
C (0.933, -1.343, 1.147)  -0.235
N (-0.365, -1.071, 0.558)  -0.079
C (-1.460, -1.796, 0.921)  -0.226
C (-2.715, -1.341, 0.485)  -0.166
F (-2.734, -0.213, -0.278)  0.035
C (-3.901, -1.956, 0.798)  -0.223
F (-5.046, -1.432, 0.343)  0.099
C (-3.923, -3.100, 1.577)  0.062
C (-2.705, -3.579, 2.009)  -0.220
F (-2.661, -4.693, 2.756)  0.092
C (-1.507, -2.962, 1.697)  -0.153
F (-0.370, -3.537, 2.144)  0.076
H (2.452, -1.147, -3.444)  0.083
H (1.215, 0.099, -3.234)  0.065
H (2.940, 0.500, -3.081)  0.070
H (1.458, -1.488, -1.297)  0.108
H (3.123, -0.950, -1.073)  0.127
H (2.342, 2.169, 0.385)  0.107
H (3.467, 1.421, -0.735)  0.127
H (0.945, 3.046, -1.402)  0.019
H (2.625, 3.512, -1.653)  0.086
H (1.897, 2.243, -2.639)  0.059
H (2.854, -0.330, 1.110)  0.133
H (1.472, 0.674, 1.587)  0.093
H (1.398, -2.243, 0.733)  0.116
H (0.872, -1.490, 2.229)  0.107
H (-4.848, -3.596, 1.828)  0.134
I (-1.500, 0.637, 3.621)  0.805
C (-0.659, 2.423, 2.841)  -1.130
I (-1.142, 2.827, 0.801)  1.157
H (0.417, 2.352, 2.940)  -0.051
H (-1.038, 3.247, 3.434)  -0.045
O (-1.621, 3.157, -1.839)  -0.208
C (-1.372, 2.240, -2.620)  -0.527
O (-0.849, 1.109, -2.338)  -0.161
H (-1.609, 2.373, -3.689)  0.134

- <S²>: 2.01
- HOMO energy (alpha / beta): -7.83 / -7.92 eV
- Energy: -3307.42794 Ha
- Multiplicity: 3
- LUMO (alpha / beta): -0.12 / -0.35 eV
- Orbital gap (alpha / beta): 7.71 / 7.57 eV

***

# 4
Below is C14H18FO18Zn as an isolated structure at a distorted geometry, with properties calculated with ωB97M-V/def2-TZVPD.

Each line ends with the Löwdin charge.
Positions of all 52 atoms, in Å:
Zn (3.286, -0.073, -0.423)  0.876
O (4.561, 5.075, 1.138)  0.088
C (5.094, 3.886, 0.839)  -0.842
O (6.306, 3.794, 0.511)  0.043
O (4.368, 2.881, 0.934)  -0.052
H (3.778, 4.698, 1.544)  0.092
O (6.819, -3.981, 0.241)  0.138
C (6.878, -2.689, 0.128)  -0.929
O (5.874, -2.028, 0.381)  -0.017
O (7.880, -2.089, -0.189)  0.119
H (5.884, -3.926, 0.452)  0.102
O (5.139, 2.217, -5.262)  0.099
C (5.387, 1.354, -4.261)  -0.832
O (4.482, 1.022, -3.515)  0.006
O (6.593, 1.003, -4.033)  0.038
H (4.190, 2.167, -5.127)  0.093
C (-3.671, -0.524, 4.341)  -0.023
C (-2.360, -1.245, 4.630)  -0.338
C (-2.285, -2.705, 4.130)  -0.086
O (-1.090, -2.762, 3.396)  0.075
C (-0.634, -1.539, 3.190)  -0.492
O (0.366, -1.292, 2.478)  0.099
O (-1.409, -0.629, 3.851)  0.077
H (-4.528, -0.891, 4.906)  0.083
H (-3.920, -0.616, 3.284)  0.088
H (-3.551, 0.547, 4.504)  0.086
H (-2.062, -1.088, 5.667)  0.154
H (-3.023, -2.986, 3.380)  0.132
H (-2.284, -3.514, 4.861)  0.133
C (-4.513, 4.528, 0.377)  -0.014
C (-3.811, 3.785, -0.792)  -0.296
C (-2.831, 4.692, -1.552)  -0.101
O (-1.558, 4.129, -1.401)  0.115
C (-1.681, 3.003, -0.797)  -0.538
O (-0.663, 2.242, -0.658)  0.076
O (-2.918, 2.790, -0.319)  0.087
H (-5.003, 3.741, 0.951)  0.079
H (-5.197, 5.347, 0.155)  0.084
H (-3.731, 4.950, 1.008)  0.089
H (-4.480, 3.289, -1.495)  0.149
H (-2.828, 5.715, -1.175)  0.133
H (-3.075, 4.731, -2.614)  0.134
C (-2.109, -5.086, -2.163)  -0.022
C (-1.581, -5.093, -3.631)  -0.348
O (-0.244, -4.705, -3.447)  0.142
C (-0.201, -3.828, -2.427)  -0.523
O (0.682, -2.971, -2.271)  0.128
O (-1.238, -4.058, -1.625)  0.071
F (-2.282, -4.272, -4.390)  0.110
H (-1.879, -6.003, -1.622)  0.134
H (-3.177, -4.871, -2.138)  0.136
H (-1.751, -6.121, -3.952)  0.164

- HOMO energy: -4.90 eV
- Energy: -3777.61742 Ha
- LUMO: -2.04 eV
- Orbital gap: 2.86 eV
- Charge: -1

***

# 5
Below is C14H18HfN4O2 as an isolated structure at a distorted geometry, with properties calculated with ωB97M-V/def2-TZVPD.

Each line ends with the Löwdin charge.
Positions of all 39 atoms, in Å:
N (-3.928, -2.182, 0.030)  0.181
C (-3.577, -3.221, -0.360)  -0.229
C (-3.194, -4.543, -0.819)  -0.036
H (-2.176, -4.527, -1.235)  0.083
H (-3.877, -4.901, -1.606)  0.117
H (-3.221, -5.250, 0.028)  0.125
N (-1.048, 1.467, -0.180)  0.098
C (-1.652, 2.252, 0.426)  -0.119
C (-2.399, 3.242, 1.142)  0.054
H (-3.384, 3.383, 0.660)  0.147
H (-1.860, 4.206, 1.116)  0.148
H (-2.549, 2.926, 2.185)  0.142
N (3.360, 2.971, 0.569)  0.180
C (4.284, 2.338, 0.251)  -0.218
C (5.428, 1.539, -0.164)  -0.032
H (6.174, 1.501, 0.643)  0.126
H (5.896, 1.961, -1.065)  0.110
H (5.103, 0.515, -0.395)  0.086
Hf (-0.019, 0.252, -1.921)  1.760
C (1.095, 1.050, 2.213)  -0.041
O (0.904, 1.670, 3.156)  0.072
C (-1.576, -0.774, 2.049)  -0.033
O (-2.157, -0.169, 2.828)  0.054
C (-1.318, -0.291, -3.475)  -0.067
C (-0.012, -0.822, -3.759)  -0.048
C (1.152, 0.021, -3.680)  -0.049
C (1.022, 1.412, -3.330)  -0.062
C (-0.293, 1.961, -3.179)  -0.038
C (-1.455, 1.116, -3.249)  -0.038
H (-2.187, -0.943, -3.511)  0.187
H (0.090, -1.869, -4.060)  0.193
H (2.130, -0.388, -3.932)  0.190
H (1.910, 2.042, -3.261)  0.190
H (-0.414, 3.036, -3.015)  0.194
H (-2.456, 1.538, -3.125)  0.193
N (1.058, -1.498, -0.847)  0.060
H (1.570, -2.101, -1.502)  0.110
H (0.405, -2.112, -0.351)  0.104
H (1.749, -1.178, -0.160)  0.103

- HOMO energy (alpha / beta): -22.10 / -22.10 eV
- Energy: -959.81890 Ha
- LUMO (alpha / beta): -19.51 / -19.52 eV
- Orbital gap (alpha / beta): 2.59 / 2.58 eV
- Charge: +4